Below is a structure of composition C44H88F30N10O28S10 at a distorted geometry, with properties calculated with ωB97M-V/def2-TZVPD.

```
210
Properties=species:S:1:pos:R:3:forces:R:3
C 21.116 13.212 14.721 1.0803 0.4505 -2.2070
C 20.619 13.713 13.337 0.6843 0.1672 -0.0109
N 21.291 15.006 12.779 0.9132 -2.2165 -0.2048
C 21.177 16.053 13.765 1.6633 1.1699 1.4308
C 22.809 14.814 12.525 -0.4986 1.2010 -0.2138
C 23.232 13.721 11.581 0.0429 -1.6446 0.0956
C 20.604 15.351 11.517 -0.2121 1.4938 -0.9319
C 21.112 16.529 10.643 -1.7539 -0.7524 0.7972
O 22.018 16.102 9.727 1.7935 -0.0661 -1.1391
C 22.641 17.164 9.008 -0.1037 0.3281 0.1429
H 20.642 12.254 14.850 0.0532 -0.4843 0.1841
H 20.821 13.837 15.519 -0.2424 0.7143 0.9364
H 22.234 13.126 14.664 -0.9989 -0.1472 0.4197
H 19.549 13.955 13.312 0.3923 -0.3293 -0.0502
H 20.901 12.939 12.618 -0.4341 0.1530 -0.1090
H 21.726 16.887 13.305 -0.1849 0.0743 0.7794
H 21.656 15.735 14.750 -0.3155 0.4453 -1.5255
H 20.186 16.381 13.999 -0.8888 -0.2512 -0.2863
H 23.232 14.729 13.487 0.3073 -0.8689 1.1424
H 23.246 15.805 12.307 -0.7472 -0.2057 -0.7296
H 24.172 13.945 11.105 0.1365 0.7536 -0.4595
H 22.516 13.402 10.788 0.4744 0.4656 0.6891
H 23.570 12.825 12.148 -0.8366 0.2481 -0.1325
H 19.602 15.676 11.763 -0.1958 -0.5184 0.3382
H 20.555 14.504 10.831 0.0236 -0.1950 0.3950
H 21.434 17.416 11.149 0.3268 0.5298 0.8358
H 20.171 16.786 10.137 -0.0142 0.3679 -0.1858
H 21.912 17.896 8.602 0.2200 -0.1928 0.6142
H 23.075 16.720 8.152 0.4924 -0.6327 -0.9304
H 23.489 17.655 9.537 -0.8601 -0.1548 0.1834
C 20.404 16.655 17.436 -1.2885 -0.8650 0.5723
C 19.389 17.328 18.417 0.1351 -1.0423 -0.3987
N 18.321 16.371 18.935 0.1226 1.2046 -1.1143
C 17.764 15.622 17.789 -0.4583 -0.3606 0.0646
C 18.917 15.348 19.855 -1.6272 -0.9783 -0.0951
C 19.020 15.784 21.288 -0.1173 -1.3706 1.3783
C 17.170 17.237 19.406 -1.6528 -0.5445 -0.0829
C 15.896 16.569 20.011 -0.0976 -0.0436 0.3984
O 14.958 16.317 18.933 -0.4549 -0.0400 1.1968
C 13.590 16.017 19.353 0.3304 2.3476 -0.0081
H 19.865 16.211 16.576 0.1907 0.1842 0.5247
H 21.056 15.873 17.883 -0.6210 0.5060 -0.1629
H 21.035 17.383 17.004 0.8156 1.0597 -0.2796
H 18.826 18.134 17.969 0.1231 0.1181 -0.5586
H 19.817 17.736 19.308 0.7209 0.2377 0.5668
H 17.484 16.283 16.952 0.4560 -0.2927 0.5911
H 16.894 15.146 18.216 -0.4233 -0.2224 -0.4251
H 18.461 14.833 17.547 0.0714 -0.0442 -0.4842
H 19.790 14.901 19.332 -0.1958 0.6977 0.6842
H 18.184 14.505 19.806 0.4611 0.5783 0.2718
H 18.066 15.953 21.822 0.1126 0.4148 -0.8725
H 19.696 16.581 21.536 0.3690 0.4952 -0.1562
H 19.334 14.893 21.866 0.4073 0.2854 -0.4092
H 16.821 17.828 18.552 0.1027 -0.5812 -0.3680
H 17.450 18.033 20.033 1.1592 0.5080 1.4015
H 15.490 17.291 20.790 0.2224 -0.6155 -1.1670
H 16.129 15.639 20.592 -0.1733 0.4094 -0.7360
H 12.990 15.936 18.454 0.2069 -0.2981 -0.3279
H 13.118 16.920 19.886 0.9353 -1.2415 -0.2902
H 13.480 15.110 19.915 0.2838 -0.4258 0.4381
C 22.545 13.106 21.737 -0.9880 -1.1774 -0.8558
O 23.380 14.189 22.040 0.6668 -0.1086 1.3658
C 24.361 13.807 23.041 -0.0121 1.8824 -0.4779
C 25.309 15.045 23.133 -0.9920 -0.0419 -0.6541
N 25.445 15.487 21.724 -1.5625 1.2920 -0.2179
H 25.980 14.783 21.255 1.2893 -1.2308 -0.7680
H 24.475 15.305 21.277 1.3828 0.7495 1.0540
C 25.990 16.863 21.452 -0.2412 0.2495 2.5409
C 25.602 17.215 20.067 0.1289 -1.0814 -0.2699
O 24.183 17.371 20.031 -0.3799 0.3673 -0.3372
C 23.436 16.356 19.355 -0.1933 -0.8321 -0.2700
H 23.092 12.404 21.083 -0.5372 0.3273 -0.0835
H 21.602 13.493 21.282 0.8921 -0.4407 0.2153
H 22.282 12.486 22.609 -0.0708 0.5316 0.0703
H 24.939 12.932 22.735 -0.2764 -0.0049 0.0154
H 23.840 13.669 23.977 -0.0123 -0.3122 0.3498
H 26.274 14.727 23.466 0.5966 0.0762 0.4227
H 24.935 15.934 23.677 -0.0022 -0.8196 0.0430
H 27.073 16.910 21.738 -0.8876 -0.3287 -0.7140
H 25.463 17.537 22.175 0.3047 -0.4034 -0.4731
H 25.982 16.380 19.485 -0.4388 -0.0786 -0.8295
H 26.128 18.077 19.716 -0.1133 0.6956 -0.2520
H 23.491 16.364 18.258 0.8258 0.1162 0.2211
H 22.354 16.437 19.509 0.2025 0.5847 0.6864
H 23.699 15.365 19.762 -0.0969 0.2800 -0.6291
C 10.990 15.867 14.092 -0.1255 -0.8535 1.2630
O 11.715 16.892 14.775 -1.3110 -0.5826 -0.3720
C 13.106 16.712 14.791 -0.3029 0.0918 0.6486
C 13.540 17.543 15.994 0.8347 0.2293 -2.3095
N 13.405 19.032 15.562 1.0267 -2.5078 0.5708
H 14.044 19.149 14.771 0.7878 0.0094 0.3290
H 12.524 19.202 15.091 -0.9360 0.1072 0.8425
C 13.768 19.946 16.665 0.1367 1.5349 -1.0836
C 13.349 21.331 16.171 0.9834 0.9773 -0.4384
O 11.984 21.199 15.843 -0.5429 -0.2058 -0.2587
C 11.296 22.443 15.654 1.6615 0.2657 -0.3641
H 11.345 14.871 14.451 -0.1939 0.5800 -0.2631
H 11.107 15.898 13.027 0.1995 0.2208 -0.7274
H 9.910 15.920 14.337 0.7039 0.3410 -0.0392
H 13.517 17.061 13.860 0.5684 0.3294 -0.3944
H 13.431 15.664 14.862 -0.2533 0.0893 0.3560
H 14.581 17.287 16.217 -0.0881 0.6688 0.2149
H 12.906 17.351 16.826 -0.4609 0.1312 0.6054
H 14.841 19.827 16.878 -0.3831 0.1652 -0.1618
H 13.207 19.810 17.578 -0.2371 -0.8117 0.0215
H 13.956 21.767 15.273 -0.8684 -0.9281 1.3675
H 13.493 22.008 17.022 -0.0148 0.1990 -0.1515
H 11.961 23.039 14.977 -0.6989 0.0051 0.4999
H 11.247 22.934 16.647 -0.4883 -0.0104 -0.6817
H 10.345 22.286 15.121 0.3324 -0.1172 0.6858
C 22.479 17.584 24.510 -0.7120 -0.9355 2.0778
O 22.693 18.326 23.395 0.8146 1.5300 -1.9143
C 21.517 18.843 22.853 -1.2935 -0.1448 0.2340
C 21.676 19.061 21.355 -0.4462 -0.7347 0.9253
N 22.871 19.915 21.170 -1.4535 -0.2179 1.6847
H 22.911 20.440 22.054 0.4181 0.2752 -0.4541
H 23.641 19.260 21.194 0.8901 0.1378 -0.6322
C 22.768 20.775 19.963 1.6669 -1.1421 0.9233
C 24.128 21.486 19.869 -1.3300 1.9625 0.3389
O 25.058 20.575 20.262 1.5948 -1.8247 -0.2000
C 26.480 20.792 20.107 -1.3168 -0.4067 -1.0201
H 23.360 17.641 25.121 0.6101 -0.0394 0.3784
H 22.394 16.535 24.168 -0.7428 0.1637 0.7758
H 21.649 18.020 25.178 0.8072 -1.0561 -1.0901
H 21.269 19.802 23.339 0.0970 0.0632 -0.1412
H 20.644 18.205 23.128 0.5318 0.2515 -0.6974
H 20.837 19.658 21.054 -0.5767 -0.2238 -0.4962
H 21.809 18.101 20.816 -0.0972 0.7720 0.1195
H 21.879 21.378 20.043 -0.1403 0.3438 -0.0513
H 22.666 19.992 19.221 -0.0178 0.4055 -0.8460
H 24.209 22.396 20.535 -0.5186 -0.6115 -0.5378
H 24.135 21.838 18.849 0.8115 0.1364 -0.6196
H 26.948 19.852 19.769 -0.2165 0.4703 0.5582
H 26.828 21.179 21.024 0.8052 0.1206 1.1041
H 26.674 21.518 19.345 0.0298 0.5531 -0.6199
C 27.029 15.547 14.593 1.6768 -2.0181 -0.4773
F 27.017 15.403 13.271 -0.6640 0.1486 -0.2945
F 27.374 14.341 15.097 -0.6000 0.0281 0.2319
F 28.065 16.323 14.867 -0.6620 1.0896 0.5238
S 25.370 15.962 15.266 -1.7718 1.3927 1.5055
O 24.475 14.817 15.111 1.5104 0.6385 0.2830
O 25.588 16.447 16.641 -0.0065 -0.7669 -2.0762
N 24.984 17.065 14.153 -0.2839 0.7792 0.9258
S 23.998 18.305 14.458 -2.6444 -3.4237 -0.6012
O 23.252 18.584 13.211 1.2203 -0.0413 2.3304
O 23.237 18.125 15.734 1.6314 1.1416 -2.5312
C 25.164 19.648 14.574 2.1825 2.1543 -0.8647
F 26.024 19.705 13.505 -0.6640 -1.0426 1.0177
F 24.594 20.849 14.529 -0.8172 0.0153 0.6883
F 25.884 19.550 15.696 -0.1984 -0.1056 -0.2432
C 19.735 9.886 19.246 0.0898 -3.0150 -0.2119
F 19.729 9.680 17.889 -0.0932 0.5757 1.6133
F 18.803 8.994 19.785 1.5248 1.4762 -0.7660
F 20.972 9.478 19.699 -1.7076 0.9941 -0.5244
S 19.294 11.618 19.704 -0.9692 -1.3959 2.4646
O 19.760 11.782 21.055 -0.1520 -0.3022 -0.1213
O 19.916 12.421 18.744 1.0519 1.7329 -2.2818
N 17.728 11.524 19.698 -0.5993 0.6926 0.1265
S 16.722 12.207 18.688 -0.0581 0.0609 0.2236
O 15.800 13.190 19.249 1.1794 -1.2125 -0.0564
O 17.340 12.530 17.444 0.4401 0.7287 -0.9705
C 15.716 10.769 18.193 -2.2952 1.0263 2.4133
F 15.082 10.312 19.398 0.7246 0.4942 -2.6698
F 14.803 11.233 17.300 0.1920 -0.6039 0.9729
F 16.367 9.812 17.644 0.7083 -1.0520 -0.2167
C 18.436 19.088 13.528 1.0579 2.0293 -0.4784
F 18.059 18.689 12.317 0.1007 0.0630 0.0150
F 19.730 18.796 13.702 -0.6753 -0.5735 0.2422
F 18.382 20.440 13.608 -0.4383 -0.5029 -0.2515
S 17.269 18.401 14.721 -0.1679 -2.2111 0.8071
O 17.653 18.813 16.054 -0.1663 -0.1979 -1.0566
O 15.953 18.762 14.245 0.5503 0.1939 0.1890
N 17.675 16.849 14.501 -0.2773 0.7075 -0.1512
S 16.943 15.790 13.564 -0.0998 -0.5773 -1.4005
O 15.633 16.169 13.099 0.5111 0.0161 0.2667
O 17.810 15.096 12.605 -0.5287 1.4515 0.7900
C 16.744 14.416 14.721 -1.0876 2.9614 2.1079
F 16.019 13.480 14.199 0.2041 -1.0419 0.0291
F 17.938 14.094 15.165 0.1107 -1.1631 -0.0888
F 16.052 14.965 15.818 0.2047 -1.1193 -1.1101
C 14.374 21.714 20.992 0.0665 -0.1283 1.1539
F 13.459 21.902 20.053 -0.6510 0.7139 -0.2608
F 14.821 22.874 21.488 0.3674 0.1606 -0.9244
F 13.790 21.144 22.044 -0.1511 -0.8428 -0.0821
S 15.632 20.684 20.132 -0.7981 0.1137 0.6778
O 14.817 19.520 19.775 1.4515 0.9922 0.1351
O 16.078 21.606 19.128 0.2294 -0.5318 -0.5235
N 16.660 20.377 21.283 0.7535 -0.6046 -0.0592
S 18.202 20.749 21.461 -2.3664 -1.3802 1.4323
O 18.859 19.728 22.267 -0.4762 0.4155 -1.0657
O 18.831 21.243 20.296 1.0998 0.4412 -0.9265
C 18.079 22.069 22.722 0.9007 0.6074 0.0361
F 17.924 23.289 22.219 -0.6197 -0.0178 -0.3576
F 17.199 21.805 23.641 -1.7791 -0.1664 0.2509
F 19.221 22.085 23.384 1.9271 0.1267 0.2865
C 29.086 14.393 19.641 -0.2971 -0.4196 -0.9185
F 30.050 15.331 19.850 -1.0784 -1.1177 -0.2364
F 28.051 14.976 18.949 1.2150 -0.1926 0.2949
F 29.587 13.371 18.908 -0.2795 1.2735 0.2931
S 28.361 13.685 21.194 -0.6230 -1.3603 -2.1266
O 29.170 12.579 21.512 0.9224 -0.8083 0.6794
O 28.331 14.855 21.978 -0.3819 1.8536 1.8037
N 26.853 13.297 20.849 -0.6776 -1.7996 -0.4592
S 26.320 11.725 20.383 2.9025 2.4296 -0.5415
O 27.398 10.931 19.885 -0.6263 0.0474 0.1410
O 25.365 11.236 21.294 -0.8838 -0.5327 1.4611
C 25.249 12.210 18.983 -0.3540 0.2025 -1.2560
F 24.272 11.300 18.768 1.2538 0.2464 -0.1523
F 24.598 13.341 19.271 0.1202 0.4021 0.0447
F 26.001 12.420 17.881 -0.8734 -0.4007 0.7447
```
Positions in Å, forces in eV/Å.

Summary:
charge: 0
LUMO level: -0.5 eV
highest occupied orbital energy: -0.3597 Ha
orbital gap: 9.3 eV
max |F|: 0.085 Eh/bohr

Here are the Mulliken charges for atoms 1 to 8, given in e: number 1, C, carries -0.845; number 2, C, carries -0.344; number 3, N, carries 0.779; number 4, C, carries 1.316; number 5, C, carries 0.479; number 6, C, carries -1.839; number 7, C, carries -0.127; number 8, C, carries -1.215